Molecular formula: C4H3FO2
Method: DFT, the ωB97M-V functional and the def2-TZVPD basis

```
! wB97M-V def2-TZVPD RIJCOSX def2/J DEFGRID3
* xyz 0 1
O 2.24 0.08 -0.17
C 0.89 -0.04 -0.05
O 0.42 -0.73 0.94
C -1.01 -0.52 0.88
C -1.20 0.38 -0.17
C -0.02 0.62 -0.83
F 0.17 1.31 -1.89
H 2.59 -0.60 0.37
H -1.81 -1.10 1.48
H -2.28 0.62 -0.55
*
```

Calculated values
LUMO = 0.74 eV
SMILES = Oc1occc1F
HOMO-LUMO gap = 8.835 eV
E_HOMO = -8.099 eV


Molecular formula: C13H21NO4
Method: DFT, the ωB97M-V functional and the def2-TZVPD basis

```
! wB97M-V def2-TZVPD RIJCOSX def2/J DEFGRID3
* xyz 0 1
C -5.12 -0.59 0.90
C -4.51 0.38 -0.11
C -2.99 0.53 0.03
C -2.23 -0.74 -0.33
C -0.72 -0.53 -0.28
C 0.03 -1.81 -0.64
N 1.46 -1.66 -0.52
C 2.24 -0.96 -1.51
C 3.59 -0.69 -0.83
C 3.63 0.71 -0.20
O 4.51 1.50 -0.38
O 2.57 0.89 0.57
C 2.45 2.16 1.24
C 1.74 3.18 0.36
C 3.60 -1.67 0.34
O 4.56 -2.01 0.97
C 2.15 -2.10 0.56
O 1.71 -2.71 1.49
H -4.77 -1.60 0.72
H -6.20 -0.59 0.81
H -4.85 -0.30 1.91
H -4.97 1.37 0.04
H -4.75 0.06 -1.12
H -2.66 1.34 -0.62
H -2.75 0.81 1.06
H -2.50 -1.54 0.36
H -2.52 -1.06 -1.34
H -0.45 0.27 -0.98
H -0.42 -0.22 0.72
H -0.26 -2.61 0.05
H -0.20 -2.12 -1.67
H 1.74 -0.04 -1.81
H 2.38 -1.59 -2.40
H 4.45 -0.80 -1.48
H 3.45 2.51 1.51
H 1.88 1.94 2.14
H 1.62 4.11 0.91
H 0.76 2.81 0.07
H 2.33 3.37 -0.53
*
```

Calculated values
LUMO = 0.18 eV
SMILES = CCCCCCN1C[C@@H](C(=O)OCC)C(=O)C1=O
HOMO-LUMO gap = 9.650 eV
E_HOMO = -9.470 eV


Molecular formula: C30H69Cl12N3
Method: DFT, the ωB97M-V functional and the def2-TZVPD basis

```
! wB97M-V def2-TZVPD RIJCOSX def2/J DEFGRID3
* xyz 0 1
C -36.82 -15.56 -1.63
C -36.05 -15.68 -2.93
N -35.54 -17.10 -3.21
C -35.56 -17.49 -4.50
C -35.10 -16.58 -5.43
C -34.28 -17.19 -2.42
C -33.92 -18.69 -2.09
H -37.82 -16.18 -1.81
H -37.35 -14.68 -1.40
H -36.26 -16.01 -0.81
H -35.14 -14.84 -3.01
H -36.75 -15.39 -3.80
H -36.55 -17.49 -4.65
H -35.59 -18.54 -4.33
H -35.01 -15.52 -5.45
H -35.82 -16.70 -6.25
H -34.17 -16.66 -5.59
H -34.17 -16.79 -1.60
H -33.50 -16.77 -3.10
H -33.23 -18.92 -1.38
H -33.69 -19.03 -3.18
H -34.64 -19.45 -1.63
C -33.45 -25.96 -3.77
C -33.16 -25.01 -2.52
N -34.07 -23.77 -2.43
C -34.21 -23.25 -1.10
C -33.04 -23.10 -0.32
C -33.71 -22.74 -3.44
C -34.91 -21.95 -3.67
H -34.48 -26.30 -3.54
H -32.83 -26.82 -3.78
H -33.32 -25.43 -4.66
H -31.98 -24.80 -2.75
H -33.01 -25.61 -1.45
H -34.47 -24.15 -0.55
H -35.02 -22.59 -0.74
H -31.96 -23.44 -0.53
H -33.32 -23.26 0.73
H -32.80 -21.98 -0.15
H -33.16 -23.02 -4.30
H -32.81 -22.12 -3.03
H -34.46 -21.01 -4.25
H -35.42 -21.58 -2.87
H -35.41 -22.35 -4.73
C -38.58 -15.59 -11.78
C -37.34 -15.55 -10.87
N -37.22 -16.80 -10.06
C -35.95 -17.08 -9.60
C -35.09 -15.98 -9.27
C -38.06 -16.68 -8.85
C -38.77 -18.06 -8.51
H -38.65 -14.58 -12.30
H -39.42 -15.86 -11.13
H -38.44 -16.22 -12.65
H -37.42 -14.64 -10.31
H -36.42 -15.42 -11.63
H -35.72 -17.38 -10.64
H -35.79 -18.10 -9.18
H -35.20 -15.07 -9.58
H -34.09 -16.21 -9.43
H -35.13 -15.86 -8.16
H -38.96 -16.07 -9.25
H -37.61 -16.19 -7.96
H -39.44 -18.43 -9.44
H -39.72 -17.69 -8.17
H -38.10 -18.74 -7.82
Cl -36.72 -20.47 0.92
C -37.26 -19.04 0.08
C -37.80 -19.34 -1.37
Cl -39.19 -20.35 -1.32
H -36.46 -18.42 -0.09
H -37.96 -18.57 0.48
H -37.02 -19.90 -2.00
H -38.05 -18.34 -1.76
Cl -30.15 -13.47 -2.57
C -31.61 -13.06 -3.56
C -32.71 -12.54 -2.64
Cl -33.12 -13.55 -1.21
H -32.03 -14.00 -4.12
H -31.30 -12.44 -4.30
H -33.66 -12.26 -3.15
H -32.24 -11.64 -2.12
Cl -32.34 -22.19 -6.87
C -32.45 -20.78 -7.96
C -33.33 -19.68 -7.27
Cl -35.01 -20.21 -6.98
H -32.78 -20.94 -9.05
H -31.37 -20.47 -8.27
H -33.23 -18.84 -8.02
H -32.78 -19.13 -6.42
Cl -28.79 -17.61 -1.85
C -29.19 -17.05 -3.50
C -30.60 -17.47 -3.82
Cl -31.33 -16.68 -5.21
H -28.36 -17.47 -4.09
H -29.04 -16.03 -3.48
H -31.29 -17.16 -2.98
H -30.55 -18.56 -3.97
Cl -37.42 -13.21 -7.24
C -36.78 -12.22 -6.02
C -37.67 -12.43 -4.63
Cl -36.60 -12.26 -3.22
H -36.72 -11.27 -6.32
H -35.79 -12.68 -5.81
H -38.07 -13.30 -4.52
H -38.71 -11.75 -4.59
Cl -39.40 -12.72 -0.16
C -38.33 -12.06 1.11
C -36.90 -11.84 0.60
Cl -36.96 -10.45 -0.57
H -38.35 -12.89 1.82
H -38.89 -11.12 1.56
H -36.42 -12.76 -0.06
H -36.29 -11.47 1.24
*
```

Calculated values
LUMO = 0.19 eV
SMILES = CCN(CC)CC.CCN(CC)CC.CCN(CC)CC.ClCCCl.ClCCCl.ClCCCl.ClCCCl.ClCCCl.ClCCCl
HOMO-LUMO gap = 8.206 eV
E_HOMO = -8.017 eV


Molecular formula: C30H32ClFeN3SSi2
Method: DFT, the ωB97M-V functional and the def2-TZVPD basis

```
! wB97M-V def2-TZVPD RIJCOSX def2/J DEFGRID3
* xyz 0 5
C -3.18 0.30 4.62
C -2.24 -0.57 3.95
C -1.07 0.19 3.68
H -2.37 -1.62 3.78
C -1.25 1.51 4.20
C -2.56 1.58 4.76
H -2.97 2.44 5.27
H -4.12 0.01 5.07
H -0.17 -0.19 3.24
H -0.52 2.29 4.17
Fe -2.78 1.03 2.77
Si 2.39 -0.51 -0.83
C 2.37 -1.58 -2.46
C 2.11 -1.05 -3.74
H 2.01 0.03 -3.86
C 1.94 -1.89 -4.85
H 1.72 -1.46 -5.82
C 2.04 -3.28 -4.71
H 1.90 -3.93 -5.57
C 2.32 -3.83 -3.45
H 2.38 -4.90 -3.33
C 2.49 -2.99 -2.35
H 2.68 -3.42 -1.35
C 3.46 0.87 -1.47
C 4.77 0.55 -1.88
H 5.10 -0.49 -1.86
C 5.62 1.56 -2.35
H 6.63 1.30 -2.63
C 5.17 2.87 -2.49
H 5.83 3.64 -2.85
C 3.85 3.18 -2.17
H 3.47 4.17 -2.30
C 3.00 2.18 -1.70
H 1.93 2.41 -1.54
H 2.85 -1.48 0.12
Si -0.58 0.28 -1.49
C 0.50 1.03 -0.03
C 1.27 0.35 1.01
H 1.20 -0.71 1.25
C 1.88 1.12 2.06
H 2.51 0.59 2.79
C 1.65 2.49 2.19
H 2.16 3.05 2.96
C 0.72 3.09 1.34
H 0.41 4.12 1.51
C 0.15 2.37 0.28
H -0.65 2.85 -0.31
C -0.53 -1.53 -0.95
C -0.66 -1.90 0.41
H -0.75 -1.14 1.19
C -0.76 -3.26 0.77
H -0.75 -3.53 1.84
C -0.96 -4.21 -0.23
H -1.09 -5.25 0.04
C -0.98 -3.83 -1.58
H -1.23 -4.55 -2.37
C -0.76 -2.50 -1.94
H -0.82 -2.18 -2.99
H -1.04 0.77 -2.79
Cl -2.54 0.62 -0.66
N -4.09 -0.01 1.64
N -5.31 0.69 1.40
C -5.34 1.99 1.71
N -6.53 2.63 1.66
S -3.85 2.78 2.07
H -3.61 -0.17 0.72
H -4.34 -0.94 1.99
H -6.12 0.19 1.06
H -6.55 3.61 1.91
H -7.39 2.17 1.49
*
```

Calculated values
Expectation value of S² = 6.04
LUMO (spin up / spin down) = -0.56 / -0.57 eV
HOMO-LUMO gap (spin up / spin down) = 3.429 / 7.078 eV
E_HOMO (spin up / spin down) = -3.992 / -7.646 eV


> Which formula does entry 2 have?

C13H21NO4